This record from OMol25 describes 10 unconnected molecules or ions with the total composition C52H119Br3N8O2. The level of theory is wB97M-V/def2-TZVPD.

The total energy comes out at -10361.82999 Eh. The energy above the lowest of the compared OMol25 structures with the same formula, charge and spin is 0.000 eV. For the HOMO energy, the calculation gives -12.67 eV. The net charge is +4. Its multiplicity is 1. For the HOMO-LUMO gap, the calculation gives 4.48 eV. As for the strongest force on any atom: 3.14 eV/Å. For the LUMO energy, the calculation gives -8.196 eV.

Each line ends with the Löwdin charge.
Cartesian coordinates (Å):
Br  0.35231  6.06798  -2.19835  -0.57
Br  1.25095  3.68698  4.57534  -0.33
Br  3.39806  -1.22913  -2.78128  -0.42
O  -1.53149  -1.24341  0.80597  -0.05
O  -1.35113  3.54532  2.57883  -0.15
N  -3.66694  3.76833  0.76004  -0.28
N  0.68127  1.29101  -1.18545  -0.06
N  -2.44045  -1.82218  -9.03981  -0.22
N  1.52477  1.18615  0.86891  -0.03
N  -2.31104  8.79782  1.29884  -0.25
N  -4.19394  -2.99829  -1.38616  -0.32
N  4.60962  -4.97249  0.10887  -0.19
N  1.38060  -5.04444  6.33335  -0.20
C  1.10442  7.37963  2.51109  -0.24
C  4.67504  -6.00743  2.35216  -0.15
C  4.51803  -3.01252  4.99768  -0.20
C  1.73381  -5.41420  7.78557  0.04
C  3.61729  -4.49127  -1.05622  0.03
C  -4.12419  8.00094  2.75767  -0.13
C  7.20417  -0.50136  0.66130  -0.06
C  -4.13059  -2.25476  -2.73179  0.01
C  0.99066  2.43544  0.66132  -0.01
C  -4.28640  4.69596  1.84870  0.03
C  0.42115  0.95835  -2.63198  -0.01
C  -3.45935  -4.35166  -1.52850  0.03
C  7.14316  -2.04207  0.59221  -0.27
C  -0.60873  0.60048  -6.00729  -0.07
C  -1.13188  -1.58016  -9.79134  -0.10
C  -0.91912  -6.10794  6.10631  -0.13
C  0.05854  7.83476  1.44705  -0.19
C  -2.58852  -1.07471  -7.65211  -0.09
C  -3.58614  -2.23619  -0.14432  -0.07
C  1.95371  0.62174  2.15887  -0.16
C  -1.50673  -1.43019  -11.24620  -0.16
C  -1.13546  -4.59299  6.17895  -0.16
C  -0.92398  8.93344  1.89757  -0.10
C  -1.29101  -0.65198  -5.52239  -0.28
C  -2.16901  2.40626  2.53132  -0.23
C  -2.27904  8.93646  -0.19732  0.02
C  -5.70082  -3.20407  -1.09428  0.04
C  5.45402  -6.95349  1.37790  -0.11
C  -3.07942  2.39017  1.27823  -0.06
C  5.22034  -1.64456  5.46262  -0.06
C  -4.77949  3.39820  -0.25945  0.02
C  -1.58425  -1.63930  -6.64118  -0.20
C  -2.66760  -0.46846  -11.20582  -0.12
C  4.97459  -6.44038  0.00270  -0.12
C  -3.02103  7.56606  1.75294  -0.13
C  0.23447  -3.91506  6.34370  -0.05
C  -2.21915  -1.60932  -0.40056  -0.22
C  -2.86611  -3.31980  -8.86901  0.05
C  3.89700  -4.97509  1.49732  -0.09
C  0.58673  -6.29461  5.78178  -0.07
C  1.29589  0.46205  -0.27777  -0.03
C  -4.44986  9.39029  2.22463  -0.16
C  -3.11953  10.01991  1.83477  -0.07
C  -3.47669  -1.19124  -10.10083  -0.07
C  2.60323  -4.62891  5.50151  -0.15
C  3.33904  -0.09145  2.09472  -0.04
C  3.28688  -3.37575  5.93955  -0.17
C  5.96628  -4.17229  0.19040  -0.09
C  -2.57234  4.60544  -0.05404  0.01
C  5.82585  -2.69271  0.44173  -0.22
C  0.57305  2.55103  -0.63325  -0.02
C  2.05879  6.36473  1.90763  -0.12
H  5.34797  -5.60530  3.10948  0.11
H  7.77430  -2.37841  -0.23038  0.12
H  5.84625  -6.53534  -0.64484  0.13
H  4.27932  -3.10816  3.93845  0.06
H  -2.38540  -4.16931  -1.56705  0.09
H  0.24994  3.42236  -1.18351  0.02
H  2.03996  -4.56374  8.39474  0.11
H  -3.58418  -1.30475  -7.27287  0.13
H  -4.92026  5.45167  1.38481  0.10
H  3.07948  -5.34745  -1.46340  0.09
H  0.59286  7.01446  3.40161  0.10
H  -5.72213  -3.60568  -0.08119  0.11
H  3.84756  -3.98127  1.94227  0.09
H  3.92925  -6.59635  2.88606  0.10
H  -2.49131  -0.01026  -7.86567  0.12
H  4.14302  -6.97077  -0.46126  0.13
H  2.55154  -2.57699  5.84270  0.11
H  3.70264  -3.41669  6.94631  0.13
H  -1.70238  8.11681  -0.62597  0.06
H  -0.51942  3.45107  3.04891  -0.12
H  -6.05062  -3.89042  -1.86541  0.11
H  5.17510  -2.52134  1.29921  0.10
H  -2.26085  6.85780  2.08250  0.12
H  -3.20400  10.76740  1.04596  0.13
H  -5.05989  7.46641  2.92153  0.12
H  -2.28658  -0.41744  -5.14568  0.09
H  -1.13595  8.75519  2.95181  0.13
H  -1.53919  -6.45971  5.28177  0.12
H  -6.21903  -2.24552  -1.12173  0.11
H  -3.68069  -2.93473  0.68708  0.13
H  0.29352  1.88471  -3.19204  0.10
H  -3.28849  8.89623  -0.60660  0.11
H  1.07132  -7.23814  6.03283  0.14
H  -3.63471  -4.98640  -0.65991  0.11
H  -1.75258  4.85545  0.61946  0.07
H  -3.46562  5.12295  2.42498  0.09
H  3.68185  -0.50022  3.04524  0.06
H  -0.49274  -2.40580  -9.47842  0.13
H  -1.08224  1.09924  -6.85294  0.08
H  2.82107  -3.79366  -0.79647  0.06
H  1.83545  1.33864  2.97137  0.04
H  -0.50575  6.98141  1.07092  0.07
H  5.22288  -7.99953  1.57907  0.12
H  3.26111  -0.79937  1.26957  0.05
H  -0.48222  9.91588  1.73101  0.15
H  5.25662  -3.81374  4.97294  0.09
H  0.89111  -5.92719  8.24902  0.11
H  -1.18129  -2.05093  1.18920  0.09
H  -0.78289  -1.11612  -4.67711  0.10
H  -1.55384  -2.28537  -0.93761  0.12
H  -1.67166  -4.24526  5.29597  0.11
H  -3.04103  -3.66972  -9.88639  0.10
H  2.91533  -5.40908  1.30736  0.12
H  -2.67709  10.53974  2.68454  0.14
H  -3.10912  -2.09661  -3.07778  0.09
H  4.54892  -0.78592  5.45857  0.07
H  -1.96550  -3.73647  -8.41803  0.10
H  4.26004  -3.90570  -1.71354  0.04
H  -5.68178  3.39427  0.35207  0.10
H  6.19408  -1.53595  4.98495  0.07
H  -1.93470  -2.60099  -6.26641  0.11
H  -2.16352  4.00105  -0.86378  0.07
H  -2.42055  0.54470  -10.88869  0.13
H  -4.89263  3.99844  2.42668  0.11
H  6.40924  -4.32785  -0.79330  0.14
H  -0.72123  -0.67337  -9.34725  0.14
H  5.40455  -2.27565  -0.47297  0.09
H  -2.75646  2.36658  3.44862  0.12
H  4.06735  0.62342  1.71178  0.09
H  -3.09667  5.47398  -0.45257  0.08
H  3.16370  -5.55169  5.65133  0.13
H  1.64914  8.24597  2.88639  0.11
H  2.56142  -6.12355  7.78424  0.11
H  -4.67232  2.37813  -0.62834  0.09
H  -4.48093  -1.22556  -2.65369  0.11
H  0.61611  8.18419  0.57808  0.11
H  -5.11736  9.32224  1.36561  0.12
H  6.65067  -4.58702  0.93048  0.14
H  -3.27527  -0.47557  -12.11069  0.14
H  0.71368  -6.22182  4.70165  0.12
H  -4.19325  -0.58452  -9.54718  0.13
H  -0.29812  0.14329  -2.71217  0.06
H  -2.61092  1.94623  0.39985  0.11
H  -2.32705  -0.65614  -0.91817  0.12
H  1.48586  5.46896  1.66795  0.04
H  2.38790  -4.58399  4.43394  0.12
H  -0.56824  1.30648  -5.17782  0.06
H  -1.81527  -4.35259  6.99636  0.12
H  -3.74552  -4.88518  -2.43490  0.11
H  5.57558  -1.71907  6.49041  0.07
H  -3.64273  8.06081  3.73374  0.13
H  -3.69884  -3.40426  -8.17078  0.11
H  6.87272  -0.06349  -0.28025  0.09
H  -4.69827  -2.86348  -3.43555  0.11
H  6.54095  -6.87259  1.36667  0.12
H  -0.65056  -1.21801  -11.88655  0.14
H  1.32156  0.49151  -3.03125  -0.02
H  -3.48838  7.18728  0.84398  0.10
H  -4.99137  9.92607  3.00423  0.13
H  -3.99689  1.86666  1.54710  0.12
H  7.66949  -2.47345  1.44368  0.11
H  1.69327  -0.52623  -0.45611  0.08
H  -0.64617  -1.91384  -7.12360  0.12
H  2.50094  6.70123  0.96988  0.08
H  6.45280  -0.33868  1.43401  0.05
H  1.18615  -0.12046  2.37815  0.10
H  0.92596  3.02730  1.56238  0.08
H  -1.51180  1.53894  2.59387  0.12
H  -1.24754  -6.47517  7.07862  0.12
H  0.29740  -3.24112  7.19806  0.13
H  -4.38583  -1.54866  0.13118  0.13
H  8.16898  -0.12501  1.00131  0.09
H  0.44301  -3.24564  5.50913  0.11
H  2.76347  5.94740  2.62690  0.06
H  -3.99576  -2.04474  -10.53697  0.12
H  -1.75944  9.85581  -0.46731  0.12
H  -4.80190  4.21872  -0.97662  0.11
H  -1.80000  -2.42241  -11.58914  0.13
H  0.43922  0.30645  -6.06593  0.10